# 1
Below is 23 unconnected molecules or ions with the total composition C12H65BN5O26S at a distorted geometry, with properties calculated with ωB97M-V with the def2-TZVPD basis set.

Values from the calculation:
**Molar mass**: 738.5 g/mol
**Gap between HOMO and LUMO**: 6.6 eV
**Total charge**: +1
**Highest occupied orbital energy**: -10.8 eV
**LUMO**: -0.1521 hartree
**E**: -3148.9094 Ha

Each line ends with the Mulliken charge.
Cartesian coordinates (Å):
C: -0.991 -1.301 -1.764  -0.6601
C: -0.117 0.026 -2.115  0.6629
O: -0.464 0.880 -2.963  -0.5910
O: 1.098 0.181 -1.318  -0.0972
C: 1.129 1.481 -0.685  -0.3521
C: -0.114 1.783 0.284  0.1199
N: -0.784 3.034 -0.257  -0.0707
C: -1.220 3.867 0.861  -0.1028
N: -0.943 5.181 0.947  0.0568
C: -0.167 5.857 -0.129  -0.6553
C: -1.073 6.478 -1.307  0.1524
O: -0.463 6.709 -2.387  -0.4805
N: -2.002 3.166 1.920  -0.3252
C: -0.911 2.481 2.749  0.0790
N: -1.602 1.355 3.488  -0.5356
C: -2.612 1.022 2.718  0.3769
S: -3.891 0.335 1.944  -0.1947
C: 0.322 1.983 1.838  -0.2638
B: 0.906 0.569 2.471  0.3914
O: 0.221 -0.701 2.278  -0.7150
N: 2.151 0.552 3.295  0.1696
C: 3.366 0.946 2.506  -0.5555
C: 2.091 1.517 4.448  -0.8080
H: -0.440 -2.208 -2.205  0.3191
H: -2.070 -1.212 -2.108  0.3516
H: -0.905 -1.404 -0.616  0.0648
H: 1.158 2.276 -1.522  0.3711
H: 2.099 1.534 -0.060  -0.2540
H: -0.920 0.971 0.298  0.1502
H: -1.535 2.820 -0.919  0.3089
H: -1.290 5.640 1.805  0.4048
H: 0.589 5.162 -0.649  0.1705
H: 0.486 6.722 0.271  0.5138
H: -2.209 6.661 -1.207  0.2902
H: -2.477 3.857 2.525  0.4341
H: -0.522 3.292 3.466  0.3949
H: 1.183 2.736 1.816  0.3792
H: 0.100 -1.047 3.189  0.3025
H: 3.720 -0.007 1.961  0.0762
H: 3.167 1.814 1.780  0.1375
H: 4.200 1.247 3.232  0.2017
H: 1.044 1.562 4.906  0.2694
H: 2.426 2.552 4.050  0.1880
H: 2.903 1.181 5.199  0.3641
O: -4.084 4.901 1.337  -0.5389
H: -3.131 4.958 1.262  0.1482
H: -4.407 5.536 0.683  0.3359
O: -3.519 -2.618 -1.723  -0.5821
H: -3.891 -2.349 -0.875  0.2633
H: -4.181 -3.226 -2.087  0.3347
O: -5.070 -4.994 -2.731  -0.7264
H: -4.460 -5.739 -2.687  0.3036
H: -5.109 -4.779 -3.674  0.3409
O: 4.980 1.978 0.603  -0.7154
H: 5.606 1.242 0.648  0.3318
H: 4.938 2.190 -0.339  0.2664
O: 3.010 -2.544 -1.680  -0.5205
H: 2.561 -2.868 -2.471  0.3176
H: 2.377 -1.923 -1.294  0.1912
O: -7.884 -5.625 -1.810  -0.6948
H: -7.848 -6.455 -2.307  0.3287
H: -7.091 -5.148 -2.093  0.3596
O: 5.726 -4.363 -1.943  -0.5998
H: 5.279 -4.688 -2.733  0.2971
H: 5.093 -3.743 -1.556  0.3086
O: 0.665 -4.300 -0.657  -0.5749
H: 0.682 -5.104 -0.123  0.2868
H: 1.438 -3.801 -0.362  0.3217
O: 3.480 1.479 7.262  -0.6258
H: 3.516 0.673 7.792  0.3010
H: 4.243 1.989 7.561  0.2995
O: -3.461 -4.146 -4.892  -0.5840
H: -2.500 -4.110 -4.973  0.2849
H: -3.775 -3.505 -5.543  0.3068
O: -10.108 -3.834 -2.353  -0.6425
H: -9.498 -4.587 -2.306  0.3629
H: -10.146 -3.621 -3.294  0.3202
O: -11.871 -2.898 -5.051  -0.6506
H: -12.241 -2.624 -4.202  0.3316
H: -12.535 -3.498 -5.412  0.3202
O: -6.964 -8.524 -2.510  -0.6055
H: -7.079 -9.393 -2.913  0.3061
H: -6.054 -8.533 -2.189  0.2993
O: 6.043 -0.528 2.766  -0.5521
H: 5.953 -1.401 2.363  0.2854
H: 6.955 -0.510 3.082  0.2866
O: 7.711 -7.059 -2.650  -0.7467
H: 7.264 -7.384 -3.442  0.3357
H: 7.077 -6.437 -2.263  0.3171
O: 7.872 -9.805 -1.796  -0.6383
H: 7.885 -8.879 -2.083  0.3899
H: 8.249 -10.287 -2.542  0.3185
O: -2.814 7.893 0.659  -0.5335
H: -2.705 8.071 1.602  0.2888
H: -3.113 8.736 0.298  0.2435
O: -6.182 5.848 3.151  -0.5910
H: -6.019 5.184 2.470  0.2934
H: -7.055 5.623 3.494  0.3098
O: 10.238 -6.171 -1.187  -0.6249
H: 10.103 -6.293 -0.240  0.3128
H: 9.382 -6.394 -1.577  0.3397
O: 7.766 3.126 1.039  -0.6410
H: 7.630 3.000 1.986  0.2928
H: 6.910 2.900 0.647  0.4458
O: 6.964 2.171 -1.738  -0.6017
H: 7.925 2.226 -1.818  0.3068
H: 6.638 2.805 -2.389  0.3049
O: -3.937 9.863 2.397  -0.5822
H: -3.827 10.040 3.340  0.2948
H: -4.236 10.706 2.035  0.2978


# 2
Below is 2 unconnected molecules or ions with the total composition C5H11O2, with properties calculated with ωB97M-V with the def2-TZVPD basis set.

Values from the calculation:
**Molar mass**: 103.1 g/mol
**Gap between HOMO and LUMO**: 7.8 eV
**Total charge**: -1
**Highest occupied orbital energy**: -3.9 eV
**LUMO**: 0.1434 hartree
**E**: -347.6445 Ha

Each line ends with the natural charge from an NBO analysis.
Cartesian coordinates (Å):
C: 0.446 0.632 3.098  -0.7355
C: 0.196 1.534 1.862  0.7559
O: -0.952 1.516 1.371  -0.7966
O: 1.191 2.197 1.481  -0.7921
H: 0.154 1.137 4.029  0.1945
H: 1.517 0.444 3.202  0.1940
H: -0.060 -0.329 3.031  0.1891
C: 0.134 -0.313 -1.263  -0.4058
C: 0.009 -1.861 -1.249  -0.6067
C: -0.746 0.326 -2.336  -0.5995
H: -0.143 0.047 -0.279  0.2557
H: 1.182 -0.059 -1.445  0.1860
H: -1.001 -2.166 -1.552  0.1870
H: -0.499 -0.079 -3.320  0.1740
H: -1.789 0.117 -2.112  0.1952
H: 0.225 -2.237 -0.253  0.2051
H: 0.729 -2.313 -1.933  0.1820
H: -0.593 1.406 -2.331  0.2176


# 3
Below is a molecular structure, C12H12BF9N5O10OsS5 at a distorted geometry, with properties calculated with ωB97M-V with the def2-TZVPD basis set.

Values from the calculation:
**Molar mass**: 918.6 g/mol
**Gap between HOMO and LUMO (alpha / beta)**: 6.9 / 7.0 eV
**Total charge**: -1
**Highest occupied orbital energy (alpha / beta)**: -6.0 / -6.0 eV
**LUMO (alpha / beta)**: 0.0321 / 0.0358 hartree
**E**: -4496.0915 Ha

Each line ends with the natural charge from an NBO analysis.
Cartesian coordinates (Å):
Os: -0.285 0.223 -0.902  1.2986
C: -3.474 0.411 1.812  -0.4240
N: -2.165 0.376 2.457  -0.3195
C: -1.880 -0.351 3.583  -0.0649
C: -0.639 0.017 3.979  -0.0394
N: -0.178 0.974 3.113  -0.4585
B: 1.087 1.827 3.494  0.2009
N: 1.693 2.519 2.248  -0.4750
C: 1.934 3.866 2.141  -0.0452
C: 2.550 4.092 0.960  -0.0757
N: 2.674 2.869 0.340  -0.3371
C: 3.275 2.640 -0.965  -0.4058
C: 2.126 1.921 1.137  0.2699
S: 1.996 0.259 0.781  -0.0290
C: -1.093 1.140 2.153  0.2636
S: -0.937 2.082 0.692  0.0205
H: -3.890 -0.591 1.806  0.2291
H: -3.381 0.774 0.799  0.2786
H: -4.123 1.092 2.365  0.1945
H: -2.568 -1.076 3.979  0.2288
H: -0.048 -0.313 4.815  0.2292
H: 1.874 1.057 3.993  -0.0421
H: 0.758 2.725 4.242  -0.0583
H: 1.644 4.554 2.915  0.2303
H: 2.900 5.000 0.503  0.2205
H: 3.932 3.477 -1.192  0.1996
H: 2.510 2.534 -1.729  0.2459
H: 3.845 1.715 -0.935  0.2331
F: -1.072 -4.981 0.850  -0.3123
C: -0.322 -3.883 0.947  0.7387
F: 0.837 -4.090 0.342  -0.2957
F: -0.096 -3.646 2.244  -0.3162
S: -1.222 -2.439 0.255  2.2762
O: -0.229 -1.355 0.547  -0.9201
O: -2.409 -2.385 1.052  -0.9119
N: -1.264 -2.921 -1.209  -1.2248
S: -1.735 -2.231 -2.561  2.2742
O: -0.870 -1.105 -2.954  -0.9244
O: -3.143 -2.213 -2.771  -0.8738
C: -1.164 -3.585 -3.669  0.7355
F: 0.116 -3.882 -3.501  -0.2990
F: -1.357 -3.204 -4.933  -0.3129
F: -1.891 -4.683 -3.445  -0.3151
F: 2.774 -1.352 -4.453  -0.3127
C: 3.072 -0.606 -3.384  0.8915
F: 3.295 0.648 -3.810  -0.3244
F: 4.232 -1.060 -2.877  -0.3229
C: 1.951 -0.689 -2.323  0.6928
O: 1.653 -1.779 -1.894  -0.5970
O: 1.482 0.465 -1.981  -0.6847
O: -2.272 -0.182 -0.934  -0.9605
S: -2.660 1.048 -1.862  2.5488
O: -3.225 0.720 -3.128  -0.9164
O: -1.199 1.595 -2.048  -0.9323
O: -3.420 1.983 -1.083  -0.9694


# 4
Below is a molecular structure, C5H12O2, with properties calculated with ωB97M-V with the def2-TZVPD basis set.

Values from the calculation:
**Molar mass**: 104.1 g/mol
**Gap between HOMO and LUMO**: 10.7 eV
**Highest occupied orbital energy**: -9.8 eV
**LUMO**: 0.0338 hartree
**E**: -348.1169 Ha

Each line ends with the natural charge from an NBO analysis.
Cartesian coordinates (Å):
C: -2.109 -1.736 1.665  -0.6338
C: -1.159 -0.553 1.607  -0.0657
O: 0.143 -0.991 1.257  -0.7187
C: 0.838 1.117 -0.588  -0.4646
C: 1.866 1.481 -1.657  -0.0607
O: 1.049 0.899 -2.688  -0.5298
C: 0.330 0.162 -1.688  -0.0747
H: -1.645 -2.523 2.267  0.2168
H: -2.284 -2.138 0.659  0.1991
H: -3.074 -1.468 2.104  0.2117
H: -1.057 -0.080 2.589  0.1782
H: -1.527 0.221 0.911  0.1557
H: 0.115 1.918 -0.397  0.2061
H: 1.199 0.708 0.356  0.2399
H: 2.098 2.535 -1.833  0.1818
H: 2.796 0.904 -1.534  0.1628
H: 0.127 -1.213 0.317  0.4608
H: 0.731 -0.867 -1.614  0.1526
H: -0.746 0.105 -1.901  0.1823


# 5
Below is 3 unconnected molecules or ions with the total composition C11H22N6O4 at a distorted geometry, with properties calculated with ωB97M-V with the def2-TZVPD basis set.

Values from the calculation:
**Molar mass**: 302.3 g/mol
**Gap between HOMO and LUMO**: 7.7 eV
**Highest occupied orbital energy**: -8.6 eV
**LUMO**: -0.0349 hartree
**E**: -1061.5191 Ha

Each line ends with the natural charge from an NBO analysis.
Cartesian coordinates (Å):
C: 0.755 -0.976 2.354  -0.1343
C: -0.184 -2.267 1.764  0.7032
C: 1.510 -0.807 1.112  -0.4711
C: 2.438 0.289 1.041  -0.3802
C: 2.976 0.722 -0.263  -0.2126
C: 1.268 2.068 -1.702  0.5974
C: -2.043 -0.767 0.980  -0.1253
C: -3.169 -0.582 2.026  0.7729
C: -2.214 -0.557 -0.571  -0.4039
C: -1.155 -0.246 -1.534  -0.4889
C: -1.852 -0.243 -2.961  0.6992
H: 0.878 -1.595 4.311  0.3773
H: 1.971 -2.312 2.885  0.3889
H: 0.099 -0.238 2.701  0.1893
H: 1.918 -1.806 0.594  0.2396
H: 0.815 -0.339 0.392  0.2218
H: 2.004 1.299 1.344  0.1890
H: 3.443 -0.127 1.721  0.2106
H: 3.664 -0.001 -0.750  0.2100
H: 3.450 1.847 -0.277  0.2072
H: 1.468 -0.032 -1.638  0.4127
H: 0.285 2.993 -3.262  0.3587
H: 2.069 2.927 0.014  0.4110
H: 1.361 4.377 -1.495  0.4257
H: -1.779 -2.799 0.861  0.3891
H: -1.379 0.020 1.302  0.2294
H: -2.655 -1.470 -1.015  0.2476
H: -2.708 0.303 -0.684  0.2183
H: -0.367 -0.941 -1.621  0.2004
H: -0.693 0.711 -1.415  0.2281
H: -0.420 0.994 -3.980  0.4437
H: -1.513 0.137 -4.990  0.3932
H: -3.841 1.243 3.161  0.5231
N: 1.550 -1.413 3.436  -0.8396
N: 1.822 0.852 -1.239  -0.6683
N: 0.583 2.081 -2.866  -0.8961
N: 1.661 3.091 -0.904  -0.8322
N: -1.353 -1.864 1.294  -0.5966
N: -1.242 0.394 -4.043  -0.8566
O: 0.405 -3.373 1.767  -0.6556
O: -3.251 -1.436 3.154  -0.6131
O: -2.914 -0.861 -2.937  -0.6326
O: -3.661 0.704 1.932  -0.6804


# 6
Below is 12 unconnected molecules or ions with the total composition C18H21Cl33FN4O2S at a distorted geometry, with properties calculated with ωB97M-V with the def2-TZVPD basis set.

Values from the calculation:
**Molar mass**: 1546.4 g/mol
**Gap between HOMO and LUMO**: 6.4 eV
**Total charge**: +1
**Highest occupied orbital energy**: -12.0 eV
**LUMO**: -0.2028 hartree
**E**: -16751.9890 Ha

Each line ends with the Mulliken charge.
Cartesian coordinates (Å):
C: 2.286 0.584 -1.938  -0.5279
C: 1.614 1.741 -2.635  0.1861
N: 2.244 2.447 -3.471  -0.6657
C: 0.149 2.035 -2.267  0.2271
C: -0.859 0.952 -2.601  1.0241
C: -0.639 0.046 -3.655  -1.2274
C: -1.618 -0.882 -3.889  -0.1982
C: -2.755 -0.873 -3.031  0.2987
N: -3.743 -1.831 -3.225  -0.2624
N: -2.959 -0.009 -2.076  -1.0333
N: -1.989 0.903 -1.898  0.8960
S: -2.416 2.035 -0.644  0.8287
O: -2.133 3.360 -1.055  -0.4014
O: -3.768 1.820 -0.313  -0.5039
F: -1.581 1.617 0.566  -0.0582
H: 1.596 0.082 -1.264  -0.3533
H: 3.179 0.905 -1.406  0.3622
H: 2.585 -0.153 -2.684  0.2414
H: 1.631 3.170 -3.850  0.1347
H: 0.170 2.250 -1.197  0.4701
H: -0.148 2.918 -2.838  -0.0112
H: 0.245 0.087 -4.275  0.5819
H: -1.522 -1.598 -4.693  0.4217
H: -3.316 -2.649 -3.648  0.2957
H: -4.114 -2.115 -2.323  0.2914
C: -0.768 6.181 -2.175  0.5074
Cl: -0.020 5.493 -3.630  -0.0562
Cl: 0.439 6.381 -0.905  -0.1475
Cl: -1.565 7.703 -2.538  -0.1024
H: -1.514 5.484 -1.817  -0.1436
C: 1.306 -3.816 -1.987  -0.0848
Cl: 2.286 -3.456 -0.574  -0.0700
Cl: 0.052 -4.993 -1.634  -0.1174
Cl: 0.585 -2.306 -2.604  -0.0328
H: 1.951 -4.220 -2.757  0.3388
C: 1.480 1.483 2.375  0.0115
Cl: 2.039 0.754 3.871  -0.0384
Cl: 2.606 2.709 1.795  -0.1263
Cl: 1.231 0.260 1.111  -0.0639
H: 0.531 1.965 2.576  0.2360
C: 1.621 5.296 -7.158  0.0391
Cl: 0.240 4.759 -8.111  -0.1198
Cl: 1.784 4.307 -5.691  -0.1819
Cl: 3.103 5.243 -8.099  -0.1036
H: 1.445 6.319 -6.851  0.2789
C: 1.773 -3.513 4.837  0.1757
Cl: 2.580 -4.870 5.609  -0.0890
Cl: 1.884 -3.650 3.074  -0.0742
Cl: 0.090 -3.408 5.338  -0.1021
H: 2.275 -2.604 5.138  0.0705
C: 5.114 -7.925 4.007  -0.0454
Cl: 6.115 -7.542 5.410  -0.1061
Cl: 3.907 -9.143 4.415  -0.1196
Cl: 4.340 -6.466 3.387  -0.0624
H: 5.755 -8.328 3.235  0.3397
C: 6.554 -9.056 9.134  0.4243
Cl: 4.911 -8.851 9.744  -0.1193
Cl: 7.728 -8.375 10.261  -0.1220
Cl: 6.898 -10.758 8.827  -0.1169
H: 6.636 -8.520 8.197  -0.0611
C: -5.339 3.647 -2.777  1.0365
Cl: -5.192 4.322 -4.400  -0.1202
Cl: -5.720 4.914 -1.609  -0.1174
Cl: -6.534 2.351 -2.732  -0.1238
H: -4.390 3.210 -2.506  -0.7103
C: 0.268 -0.339 8.165  0.0186
Cl: -1.211 -0.782 7.312  -0.1183
Cl: 0.342 -1.127 9.735  -0.1082
Cl: 1.709 -0.721 7.208  -0.1018
H: 0.256 0.732 8.322  0.3102
C: -7.179 -3.605 -4.291  0.0831
Cl: -6.394 -3.717 -2.707  -0.1351
Cl: -5.971 -3.504 -5.577  -0.1303
Cl: -8.253 -4.970 -4.546  -0.0975
H: -7.768 -2.698 -4.309  0.2844
C: -1.148 8.564 1.769  0.2600
Cl: -0.398 8.889 3.329  -0.1229
Cl: -2.178 7.129 1.856  -0.1089
Cl: -2.070 9.956 1.208  -0.1148
H: -0.364 8.368 1.050  0.0844


Among the records above, which one has the lowest molar mass? C5H11O2


Among the records above, which one has the highest molar mass? C18H21Cl33FN4O2S


Which formula does entry 5 have? C11H22N6O4


Among the records above, which one has the highest molar mass? C18H21Cl33FN4O2S